15
Properties=species:S:1:pos:R:3:lowdin_charge:R:1 method="wB97M-V/def2-TZVPD" de_lowest_kcal_mol=33.90 gap_ev=7.692 homo_ev=-8.44 lumo_energy_ha=-0.0275 largest_force_ha_per_bohr=0.1094 smiles="[H]/N=C/n1cccc1C=S" energy_ev=-20132.1814
H -0.69 3.58 -0.13 0.0549
N 0.02 2.89 0.12 0.1241
C -0.55 1.73 -0.02 -0.1305
N 0.16 0.44 0.32 -0.0046
C 1.52 0.38 -0.07 0.0007
C 1.84 -1.03 -0.24 -0.0550
C 0.71 -1.76 -0.04 -0.0171
C -0.31 -0.84 0.32 -0.3620
C -1.65 -1.23 0.39 -0.6638
S -3.03 -0.50 0.09 0.7115
H -1.49 1.43 -0.11 -0.0092
H 1.98 1.28 -0.43 0.1086
H 2.77 -1.33 -0.64 0.0865
H 0.30 -2.69 -0.09 0.0782
H -1.60 -2.35 0.52 0.0777

142
Properties=species:S:1:pos:R:3:lowdin_charge:R:1 method="wB97M-V/def2-TZVPD" charge=+1 gap_ev=5.908 homo_ev=-9.87 lumo_energy_ha=-0.1457 largest_force_ha_per_bohr=0.2082 energy_ev=-122932.6132
C -1.79 3.93 3.24 -0.1226
C -1.54 2.88 2.04 -0.2001
C -2.86 1.96 1.73 -0.6649
Cl -4.25 3.20 1.61 0.6853
C -2.73 1.29 0.29 -0.1158
N -2.79 -0.24 0.26 -0.2244
C -2.06 -0.51 -1.07 -0.1636
C -2.11 -2.00 -1.60 -0.1684
C -1.06 -2.26 -2.81 -0.2535
N -0.71 -1.01 -3.55 -0.0168
S -4.51 -0.60 0.02 0.9168
O -4.99 -0.16 -1.36 -0.2455
O -5.39 0.22 0.95 -0.2436
C -5.07 -2.33 0.23 -0.3220
F -5.95 -2.66 -0.86 0.0813
F -4.14 -3.38 0.29 0.0623
C -6.04 -2.51 1.54 -0.3355
F -5.42 -2.10 2.74 0.1135
F -7.33 -1.98 1.34 0.1302
F -6.23 -3.92 1.65 0.0876
C -2.17 -0.85 1.47 -0.1701
C -0.65 -1.34 1.38 -0.1020
C 0.47 -0.20 1.26 -0.1612
C 1.35 0.03 2.58 -0.2198
N 1.85 1.44 2.53 -0.0890
C 2.80 1.68 3.65 -0.1913
C 2.29 2.80 4.70 -0.0985
C 1.82 4.15 4.12 -0.0349
C 1.36 5.24 5.13 -0.0819
C 1.40 4.91 6.64 -0.0744
C 1.84 3.52 7.21 0.0029
C 2.30 2.42 6.21 -0.1953
O 2.71 1.15 6.73 -0.0318
C -2.30 -0.01 2.85 -0.2031
C -2.78 -0.95 4.10 -0.0745
C -1.65 -1.09 5.24 -0.0437
C -1.24 -2.63 5.50 -0.3872
F -0.02 -2.76 6.23 0.0643
F -2.33 -3.25 6.19 0.0563
F -1.06 -3.37 4.30 0.0407
O -3.23 1.10 2.82 -0.1192
H -2.71 3.68 3.88 0.0784
H -0.89 3.84 3.95 0.0579
H -1.82 4.97 2.77 0.0234
H -1.24 3.47 1.09 0.1024
H -0.63 2.25 2.32 0.0857
H -3.53 1.76 -0.40 0.1371
H -1.73 1.66 -0.16 0.1149
H -2.51 0.15 -1.91 0.1555
H -0.97 -0.17 -1.05 0.1156
H -3.17 -2.21 -2.02 0.1164
H -1.91 -2.82 -0.83 0.0943
H -1.57 -3.05 -3.48 0.0891
H -0.11 -2.75 -2.38 0.1159
H -0.19 -1.28 -4.40 0.0452
H -0.05 -0.43 -3.01 0.0447
H -2.77 -1.82 1.70 0.1482
H -0.44 -1.89 2.38 0.1307
H -0.43 -2.12 0.57 0.1164
H 1.21 -0.51 0.42 0.1330
H -0.04 0.76 0.86 0.0854
H 2.23 -0.71 2.55 0.1327
H 0.75 -0.17 3.53 0.1042
H 2.32 1.65 1.63 0.0977
H 3.15 0.72 4.17 0.1071
H 3.76 2.13 3.17 0.1325
H 1.81 4.37 3.00 0.0817
H 1.02 6.29 4.80 0.0957
H 1.09 5.72 7.37 0.0857
H 1.88 3.28 8.33 0.1025
H 3.46 0.79 6.22 0.0963
H -1.29 0.42 3.22 0.1391
H -3.06 -2.01 3.78 0.1068
H -3.71 -0.47 4.58 0.1468
H -2.13 -0.76 6.24 0.1451
H -0.73 -0.43 5.10 0.1158
C -0.78 4.72 -1.95 -0.0973
C -0.26 3.31 -1.83 -0.2456
N 0.15 2.21 -1.72 0.1383
H -0.14 5.40 -1.39 0.0720
H -0.78 5.02 -3.00 0.0662
H -1.79 4.78 -1.56 0.0471
C 2.12 -2.11 -6.96 -0.0831
C 2.37 -1.56 -5.59 -0.2480
N 2.58 -1.13 -4.51 0.1164
H 2.48 -1.40 -7.71 0.0562
H 2.64 -3.06 -7.09 0.0812
H 1.05 -2.27 -7.10 0.0668
C -3.23 -6.53 -0.73 -0.0478
C -2.69 -5.79 -1.92 -0.2169
N -2.27 -5.20 -2.85 0.1489
H -2.41 -6.98 -0.17 0.0658
H -3.77 -5.84 -0.07 0.0596
H -3.91 -7.31 -1.06 0.0875
C 0.88 -6.97 0.29 -0.0674
C 1.42 -6.24 -0.91 -0.2412
N 1.83 -5.66 -1.85 0.1314
H 1.71 -7.42 0.84 0.0780
H 0.35 -6.28 0.94 0.0722
H 0.20 -7.76 -0.03 0.0727
C 4.70 -3.70 -2.96 -0.0901
C 4.96 -3.15 -1.59 -0.2620
N 5.16 -2.72 -0.51 0.0817
H 5.06 -3.00 -3.71 0.0159
H 5.23 -4.65 -3.08 0.0348
H 3.63 -3.86 -3.10 0.0458
C 3.93 3.82 -1.35 -0.0489
C 2.74 3.95 -0.45 -0.2262
N 1.80 4.05 0.26 0.1397
H 4.70 4.54 -1.05 0.0825
H 4.34 2.81 -1.27 0.0829
H 3.64 4.01 -2.38 0.0805
C 6.24 -7.39 -0.66 -0.0620
C 6.77 -6.66 -1.85 -0.2384
N 7.19 -6.08 -2.79 0.1206
H 7.06 -7.84 -0.10 0.0793
H 5.70 -6.70 -0.01 0.0743
H 5.56 -8.18 -0.98 0.0770
C -4.36 6.18 -4.06 -0.0541
C -3.23 6.66 -3.19 -0.2249
N -2.35 7.04 -2.51 0.1356
H -4.24 6.58 -5.07 0.0828
H -4.35 5.09 -4.11 0.0779
H -5.31 6.51 -3.65 0.0811
C -4.37 7.63 1.06 -0.0518
C -3.13 6.79 1.10 -0.2159
N -2.16 6.12 1.13 0.1364
H -4.51 8.12 2.03 0.0826
H -4.27 8.40 0.29 0.0790
H -5.24 7.01 0.84 0.0771
C 0.03 1.96 -6.83 -0.0634
C 0.37 0.87 -7.79 -0.2247
N 0.64 0.01 -8.56 0.1278
H 0.82 2.05 -6.08 0.0756
H -0.07 2.91 -7.36 0.0773
H -0.91 1.73 -6.32 0.0755
C 8.66 -1.84 -3.26 -0.0577
C 7.49 -1.82 -4.19 -0.2335
N 6.57 -1.81 -4.93 0.1170
H 9.57 -2.14 -3.79 0.0800
H 8.81 -0.84 -2.83 0.0776
H 8.48 -2.55 -2.45 0.0753